The following is a DFT calculation (ωB97M-V/def2-TZVPD) of C4H5CuLiO2 as an isolated structure in a non-equilibrium geometry.

```
13
Properties=species:S:1:pos:R:3:forces:R:3
C -1.3667 0.4544 -0.5158 -0.5 0.8 0.8
C -0.7814 -0.8535 -0.1335 -0.5 2.6 -3.2
C 0.6055 -1.0034 0.2044 3.2 1.2 0.6
C 1.5279 0.0341 0.3416 -4.6 -0.8 0.4
O 2.7801 -0.0924 0.1850 3.9 -0.2 -0.1
O -2.0147 1.1276 0.3670 -1.8 1.6 2.5
Li -3.1422 1.4222 1.6828 0.9 -0.2 -0.9
Cu 4.0574 1.0039 -0.5840 -0.6 -0.4 0.3
H -0.7088 -0.4533 -1.4752 0.5 -3.8 1.4
H -1.6817 0.7726 -1.5343 0.2 -0.3 0.2
H -1.4395 -1.4034 0.5528 -0.6 -0.6 -0.9
H 1.0062 -2.0214 0.2048 0.1 0.2 -0.4
H 1.1581 1.0125 0.7046 -0.2 -0.2 -0.6
```
Forces are in eV/Å.

HOMO-LUMO gap (alpha / beta) in eV: 3.40 / 4.38
E in Ha: -1953.63625
2S+1: 2
Net charge: 0
Relative energy (zero: lowest compared OMol25 entry of this formula, charge and spin) in eV: 4.7021